ORCA calculation (ωB97M-V with the def2-TZVPD basis set) on the molecule C4H7ClN2 at a distorted geometry.

Structure (ORCA input):
```
! RIJCOSX wB97M-V def2-TZVPD def2/J DEFGRID3
* xyz 0 1
H -1.575 2.095 -1.189
N -0.621 1.606 -0.662
C -1.123 0.511 -1.219
C -2.182 0.578 -2.261
N -0.935 -0.809 -0.684
C -0.098 -1.020 0.456
C 0.937 -0.153 0.660
Cl 2.068 -0.384 1.884
H -3.152 0.485 -1.713
H -2.218 1.600 -2.563
H -2.080 -0.144 -3.109
H -1.332 -1.591 -1.408
H -0.161 -1.963 0.959
H 1.051 0.971 0.604
*
```

F_max ... 6.311 eV/Å
SMILES string ... [H]/N=C(\C)N/C=C/Cl
Energy relative to the best compared isomer or geometry (same formula, charge and spin) ... 91.6 kcal/mol

ORCA calculation (ωB97M-V with the def2-TZVPD basis set) on the molecule CH3FS at a distorted geometry.

Structure (ORCA input):
```
! RIJCOSX wB97M-V def2-TZVPD def2/J DEFGRID3
* xyz 0 1
F 1.243 1.074 -0.059
C 0.369 0.191 0.389
S -1.331 0.663 0.069
H 0.446 -0.756 -0.330
H 0.370 -0.250 1.376
H -1.137 0.545 -1.163
*
```

F_max ... 5.654 eV/Å
SMILES string ... FCS
Energy relative to the best compared isomer or geometry (same formula, charge and spin) ... 7.1 kcal/mol

ORCA calculation (ωB97M-V with the def2-TZVPD basis set) on a cluster of 11 separate species, C37H92NO34P7S3 in total at a distorted geometry.

Structure (ORCA input):
```
! RIJCOSX wB97M-V def2-TZVPD def2/J DEFGRID3
* xyz 0 1
C -0.329 0.687 -7.432
O -1.578 0.103 -7.065
P -1.721 -1.479 -6.915
O -2.948 -1.904 -6.233
O -0.346 -1.963 -6.232
C -0.117 -1.548 -4.891
O -1.555 -2.004 -8.411
C -1.697 -3.367 -8.734
H 0.542 0.029 -7.384
H -0.020 1.493 -6.763
H -0.486 1.066 -8.441
H -0.587 -0.582 -4.664
H 0.956 -1.366 -4.837
H -0.393 -2.106 -3.996
H -1.047 -3.614 -9.573
H -2.725 -3.651 -8.961
H -1.389 -4.072 -7.954
C -0.856 -3.579 2.691
O -1.123 -4.582 3.685
P -2.576 -4.711 4.318
O -3.694 -4.451 3.406
O -2.456 -6.136 5.051
C -3.470 -6.547 5.972
O -2.548 -3.650 5.500
C -1.614 -3.666 6.588
H 0.164 -3.677 2.327
H -1.044 -2.556 3.001
H -1.426 -3.889 1.814
H -3.251 -7.449 6.530
H -4.457 -6.477 5.520
H -3.494 -5.756 6.736
H -0.726 -4.252 6.356
H -2.115 -4.144 7.430
H -1.383 -2.634 6.834
C 6.253 -5.213 -0.532
O 5.182 -5.008 0.367
P 4.024 -3.965 -0.032
O 4.404 -2.870 -0.913
O 2.911 -4.990 -0.560
C 1.510 -4.713 -0.685
O 3.465 -3.506 1.378
C 3.193 -4.458 2.434
H 6.308 -4.480 -1.332
H 6.319 -6.238 -0.912
H 7.203 -5.192 0.018
H 1.120 -4.532 0.318
H 1.092 -5.546 -1.240
H 1.313 -3.812 -1.273
H 3.120 -5.439 1.972
H 2.258 -4.140 2.884
H 3.965 -4.415 3.198
C -3.646 -3.209 -2.987
O -4.040 -2.934 -1.653
P -2.976 -2.833 -0.476
O -1.626 -3.348 -0.683
O -2.919 -1.279 -0.128
C -4.027 -0.536 0.330
O -3.690 -3.465 0.796
C -4.799 -4.356 0.570
H -4.199 -2.712 -3.784
H -3.695 -4.269 -3.261
H -2.594 -2.941 -3.113
H -4.858 -0.683 -0.360
H -3.892 0.542 0.411
H -4.446 -0.784 1.308
H -5.725 -3.784 0.605
H -4.840 -5.068 1.390
H -4.717 -4.910 -0.361
C 0.362 7.383 2.445
O 0.874 6.168 1.905
P 1.176 4.797 2.657
O 1.284 3.728 1.663
O -0.061 4.671 3.665
C -0.467 3.376 4.111
O 2.473 5.089 3.547
C 2.286 5.915 4.710
H 1.155 8.041 2.810
H -0.270 7.172 3.310
H -0.182 7.857 1.632
H -1.524 3.209 3.940
H -0.265 3.219 5.178
H 0.177 2.604 3.684
H 1.267 5.939 5.094
H 2.805 6.862 4.634
H 2.723 5.348 5.541
C -3.405 0.773 -2.958
O -4.680 0.220 -2.717
P -5.971 1.083 -2.389
O -5.998 1.622 -1.030
O -7.134 0.075 -2.794
C -7.432 -1.148 -2.136
O -6.052 2.245 -3.490
C -6.614 1.976 -4.779
H -3.071 1.596 -2.324
H -3.268 1.099 -3.991
H -2.694 -0.034 -2.789
H -8.089 -0.941 -1.298
H -6.513 -1.621 -1.761
H -7.727 -1.906 -2.860
H -6.942 2.962 -5.116
H -7.463 1.297 -4.812
H -5.884 1.609 -5.505
C 0.867 2.433 -3.014
O 1.258 3.820 -2.753
P 0.135 4.948 -2.624
O -1.071 4.540 -1.894
O 0.950 6.165 -2.040
C 1.917 6.036 -1.029
O -0.077 5.436 -4.153
C 0.850 6.333 -4.721
H 0.969 2.372 -4.098
H -0.192 2.323 -2.791
H 1.531 1.848 -2.396
H 1.956 5.004 -0.668
H 1.713 6.557 -0.090
H 2.918 6.368 -1.302
H 0.553 7.385 -4.676
H 1.006 6.105 -5.774
H 1.844 6.363 -4.271
O 2.468 -0.896 4.155
S 3.872 -0.565 4.362
O 4.366 -0.547 5.724
C 5.027 -1.392 3.168
C 5.321 -0.358 2.092
C 5.345 1.001 2.803
C 4.022 1.123 3.536
H 4.557 -2.266 2.714
H 5.835 -1.794 3.777
H 6.321 -0.548 1.697
H 4.638 -0.337 1.244
H 5.394 1.770 2.029
H 6.243 1.050 3.418
H 3.175 1.114 2.854
H 3.838 1.803 4.363
O 7.522 3.408 -1.555
S 6.251 3.396 -2.257
O 6.153 3.832 -3.623
C 5.615 1.714 -2.139
C 5.047 1.602 -0.720
C 4.670 2.993 -0.162
C 4.930 4.111 -1.164
H 6.358 0.988 -2.446
H 4.721 1.668 -2.764
H 4.147 0.991 -0.770
H 5.772 1.153 -0.042
H 5.410 3.170 0.622
H 3.678 2.962 0.285
H 5.352 5.019 -0.739
H 4.105 4.355 -1.831
O 0.261 -0.491 -2.085
S 0.949 -0.123 -0.856
O 2.393 0.082 -0.785
C 0.127 1.215 0.043
C -0.317 0.614 1.346
C 0.650 -0.530 1.682
C 0.693 -1.409 0.398
H -0.726 1.311 -0.636
H 0.742 2.111 0.018
H -0.366 1.333 2.156
H -1.274 0.154 1.098
H 0.360 -1.040 2.593
H 1.644 -0.092 1.777
H -0.217 -1.918 0.085
H 1.543 -2.085 0.450
C -3.913 1.121 4.992
C -4.158 0.598 3.703
C -3.329 -0.490 3.600
N -2.669 -0.719 4.799
C -2.967 0.366 5.604
H -4.350 1.954 5.524
H -4.800 0.982 2.929
H -3.277 -1.312 2.901
H -1.994 -1.433 4.975
H -2.604 0.478 6.613
*
```

F_max ... 2.662 eV/Å
SMILES string ... COP(=O)(OC)OC.COP(=O)(OC)OC.COP(=O)(OC)OC.COP(=O)(OC)OC.COP(=O)(OC)OC.COP(=O)(OC)OC.COP(=O)(OC)OC.O=S1(=O)CCCC1.O=S1(=O)CCCC1.O=S1(=O)CCCC1.c1cc[nH]c1
Energy relative to the best compared isomer or geometry (same formula, charge and spin) ... 0.0 kcal/mol

ORCA calculation (ωB97M-V with the def2-TZVPD basis set) on a structure of composition C24H21GaNS3 at a distorted geometry.

Structure (ORCA input):
```
! RIJCOSX wB97M-V def2-TZVPD def2/J DEFGRID3
* xyz -1 1
Ga 0.501 1.076 0.992
C -0.625 0.980 5.320
C 0.107 1.047 3.993
S -1.030 0.977 2.636
C 1.441 1.138 3.914
C 2.388 1.217 5.112
S 2.293 0.978 2.330
H -0.057 1.308 6.179
H -0.853 -0.082 5.508
H -1.547 1.551 5.290
H 2.958 0.275 5.329
H 1.830 1.530 5.998
H 3.159 2.036 4.954
C 0.407 2.075 -0.564
C 0.029 1.665 -1.670
C -0.306 1.173 -2.902
C -1.689 1.118 -3.320
C -2.702 1.058 -2.301
C -4.014 1.064 -2.678
C -4.434 1.113 -4.035
C -3.455 1.178 -4.992
C -2.131 1.184 -4.622
C 0.832 0.674 -3.745
C 0.688 -0.407 -4.631
C 1.754 -0.955 -5.302
C 3.068 -0.540 -5.042
C 3.215 0.581 -4.222
C 2.106 1.161 -3.593
H -2.433 1.115 -1.226
H -4.781 1.073 -1.867
H -5.456 1.309 -4.259
H -3.745 1.354 -5.956
H -1.466 1.259 -5.460
H -0.321 -0.772 -4.850
H 1.555 -1.774 -5.996
H 3.870 -1.080 -5.558
H 4.226 0.904 -4.042
H 2.239 1.902 -2.782
S 0.132 -1.614 0.314
C 0.131 -2.239 1.879
N 1.257 -2.092 2.661
C 1.371 -2.476 3.952
C 0.342 -3.152 4.523
C -0.842 -3.342 3.748
C -0.979 -2.848 2.500
H 1.971 -1.428 2.280
H 2.287 -2.202 4.472
H 0.382 -3.536 5.547
H -1.752 -3.706 4.226
H -1.921 -2.829 1.956
*
```

F_max ... 2.643 eV/Å
Total energy ... -4101.28358 hartree

ORCA calculation (ωB97M-V with the def2-TZVPD basis set) on a cluster of 3 separate species, C16H35NO8 in total.

Structure (ORCA input):
```
! RIJCOSX wB97M-V def2-TZVPD def2/J DEFGRID3
* xyz 0 1
C -3.087 -1.549 -2.437
C -1.692 -1.261 -1.843
C -0.658 -0.823 -2.889
C 0.397 0.158 -2.413
N 1.310 -0.319 -1.370
C 0.895 -0.125 0.003
C 0.541 1.323 0.317
O 1.408 2.229 -0.322
C 0.824 3.489 -0.537
O 1.892 -0.624 0.870
C 3.237 -0.303 0.540
H -3.354 -2.600 -2.342
H -3.114 -1.312 -3.500
H -3.854 -0.954 -1.947
H -1.790 -0.513 -1.055
H -1.335 -2.174 -1.364
H -0.180 -1.710 -3.312
H -1.185 -0.341 -3.718
H -0.097 1.073 -2.090
H 1.003 0.442 -3.277
H 1.435 -1.320 -1.490
H 0.016 -0.720 0.277
H 0.604 1.443 1.402
H -0.498 1.517 0.022
H 0.029 3.431 -1.290
H 0.399 3.906 0.381
H 1.606 4.150 -0.900
H 3.632 -0.963 -0.234
H 3.815 -0.462 1.448
H 3.339 0.735 0.227
C 1.847 -4.111 0.992
C 2.268 -3.436 2.278
O 2.778 -4.380 3.240
C 4.025 -4.787 3.030
O 4.752 -4.437 2.136
O 4.324 -5.702 3.955
C 5.629 -6.272 3.822
H 1.124 -4.902 1.194
H 1.388 -3.373 0.334
H 2.704 -4.548 0.480
H 1.414 -2.976 2.769
H 3.010 -2.662 2.097
H 6.389 -5.495 3.797
H 5.691 -6.872 2.915
H 5.765 -6.903 4.695
C -5.410 5.443 1.126
C -3.930 5.674 0.919
O -3.246 4.463 0.546
C -3.376 4.106 -0.728
O -3.985 4.700 -1.580
O -2.753 2.937 -0.894
C -2.842 2.396 -2.213
H -5.573 4.653 1.859
H -5.878 6.357 1.492
H -5.896 5.159 0.194
H -3.450 5.978 1.846
H -3.744 6.437 0.164
H -2.503 3.115 -2.956
H -3.863 2.092 -2.439
H -2.196 1.525 -2.223
*
```

F_max ... 0.518 eV/Å
SMILES string ... CCCCN[C@H](COC)OC.CCOC(=O)OC.CCOC(=O)OC
Energy relative to the best compared isomer or geometry (same formula, charge and spin) ... 0.0 kcal/mol

ORCA calculation (ωB97M-V with the def2-TZVPD basis set) on a cluster of 3 separate species, C16H39O7S in total at a distorted geometry.

Structure (ORCA input):
```
! RIJCOSX wB97M-V def2-TZVPD def2/J DEFGRID3
* xyz 1 1
C 5.207 -2.718 0.224
C 5.063 -1.632 -0.835
O 3.747 -1.490 -1.368
C 2.770 -1.095 -0.460
C 1.744 -2.258 -0.295
S 1.026 -2.270 1.392
H 6.155 -2.583 0.730
H 4.395 -2.736 0.945
H 5.242 -3.691 -0.257
H 5.685 -1.909 -1.677
H 5.446 -0.681 -0.468
H 2.221 -0.243 -0.859
H 3.177 -0.796 0.504
H 2.243 -3.202 -0.469
H 0.910 -2.122 -0.970
H 1.430 -1.094 1.917
H 1.829 -3.138 2.031
C -0.502 0.651 3.248
O 0.644 1.468 3.161
C 0.991 1.891 1.852
C 1.156 3.393 1.719
O -0.012 4.153 1.913
C -0.551 4.298 3.219
C 0.295 5.068 4.208
O 1.471 4.370 4.578
C 2.658 5.138 4.556
H -0.214 -0.403 3.153
H -0.954 0.789 4.229
H -1.247 0.904 2.489
H 0.249 1.546 1.120
H 1.962 1.438 1.595
H 1.437 3.576 0.678
H 1.983 3.754 2.333
H -0.854 3.333 3.633
H -1.465 4.876 3.073
H -0.311 5.222 5.109
H 0.536 6.052 3.794
H 2.655 5.868 3.741
H 3.495 4.456 4.401
H 2.805 5.661 5.505
C -4.595 -4.378 -2.243
O -3.543 -3.762 -2.961
C -3.834 -3.472 -4.319
C -3.567 -2.028 -4.693
O -4.380 -1.062 -4.052
C -4.192 -0.786 -2.680
C -2.884 -0.123 -2.306
O -1.765 -0.987 -2.462
C -0.659 -0.429 -3.133
H -4.551 -5.466 -2.341
H -4.479 -4.118 -1.190
H -5.574 -4.023 -2.575
H -4.871 -3.722 -4.558
H -3.187 -4.098 -4.945
H -3.815 -1.935 -5.753
H -2.507 -1.782 -4.601
H -4.370 -1.672 -2.066
H -4.978 -0.069 -2.435
H -2.950 0.164 -1.248
H -2.755 0.791 -2.894
H -0.951 0.275 -3.915
H -0.110 -1.246 -3.604
H 0.004 0.083 -2.421
*
```

F_max ... 1.193 eV/Å
Energy relative to the best compared isomer or geometry (same formula, charge and spin) ... 10.3 kcal/mol

ORCA calculation (ωB97M-V with the def2-TZVPD basis set) on a structure of composition C22H30N2O4S at a distorted geometry.

Structure (ORCA input):
```
! RIJCOSX wB97M-V def2-TZVPD def2/J DEFGRID3
* xyz 0 1
C 3.918 0.068 -4.346
H 4.794 0.053 -3.928
O 3.038 -1.119 -3.940
C 2.888 -1.456 -2.778
C 3.228 -0.749 -1.869
C 3.162 -1.098 -0.465
C 2.572 -2.201 -0.280
C 1.885 -3.173 -1.227
C 2.199 -2.797 -2.528
O 1.832 -3.345 -3.668
C 1.250 -4.690 -3.279
H 1.021 -5.155 -4.414
H 0.124 -4.470 -3.146
H 1.810 -5.305 -2.796
H 1.332 -4.058 -1.019
S 2.156 -2.741 1.480
O 1.140 -3.810 1.327
O 3.308 -2.859 2.222
N 1.109 -1.401 2.154
C 0.032 -1.197 1.491
H -0.015 -1.578 0.342
C -0.316 0.218 1.709
N -1.676 0.603 1.034
C -1.335 0.966 -0.423
H -0.877 0.090 -0.804
H -2.489 0.747 -0.999
C -1.180 2.461 -0.846
C -2.378 3.208 -0.106
C -2.377 3.640 1.030
C -3.589 4.428 1.436
C -4.603 4.673 0.616
C -4.468 4.276 -0.864
C -3.294 3.658 -1.147
H -3.171 3.364 -2.365
H -5.105 4.668 -1.618
H -5.419 5.301 1.028
H -3.889 4.527 2.473
H -1.579 3.478 1.859
H -0.893 2.560 -1.679
H -0.143 2.592 0.050
C -2.817 -0.055 1.121
H -2.723 -0.373 2.293
H -2.738 -1.247 0.579
H -3.715 0.316 0.654
C -0.574 0.376 3.144
H -1.010 1.670 3.254
C 0.741 0.360 3.682
C 1.139 -1.032 3.367
H 2.122 -1.463 3.907
H 0.641 -1.977 3.998
H 1.457 0.902 3.392
H 0.666 0.365 4.878
H -1.539 -0.080 3.674
H 0.316 0.985 1.164
H -0.801 -1.748 1.867
H 3.541 -0.395 0.606
H 3.872 0.153 -1.918
H 4.045 -0.024 -5.463
H 3.378 0.885 -3.918
*
```

F_max ... 19.239 eV/Å
Energy relative to the best compared isomer or geometry (same formula, charge and spin) ... 503.0 kcal/mol

ORCA calculation (ωB97M-V with the def2-TZVPD basis set) on a structure of composition C16H16IrN7OS2.

Structure (ORCA input):
```
! RIJCOSX wB97M-V def2-TZVPD def2/J DEFGRID3
* xyz 0 1
Ir -0.200 0.302 -0.488
N 3.509 2.552 -0.972
C 2.455 1.684 -0.952
S 0.899 2.377 -0.561
N 2.711 0.437 -1.209
N 1.589 -0.382 -1.175
C 1.714 -1.518 -1.761
C 0.683 -2.523 -1.916
C 0.941 -3.547 -2.839
C 0.025 -4.541 -3.096
C -1.183 -4.535 -2.395
C -1.460 -3.555 -1.468
C -0.550 -2.514 -1.210
O -0.850 -1.632 -0.287
H 3.305 3.534 -1.005
H 4.352 2.230 -1.415
H 2.685 -1.713 -2.210
H 1.890 -3.538 -3.364
H 0.236 -5.312 -3.824
H -1.915 -5.312 -2.581
H -2.390 -3.549 -0.914
C -3.437 1.975 1.776
C -2.167 1.349 1.311
N -2.012 0.927 0.099
N -3.073 0.912 -0.747
C -2.736 0.638 -1.992
N -3.755 0.598 -2.886
S -1.136 0.409 -2.624
C -1.016 1.071 2.188
C -0.986 1.367 3.544
C 0.117 0.998 4.296
C 1.166 0.331 3.686
C 1.073 0.061 2.332
N 0.021 0.424 1.609
H -3.821 2.625 0.991
H -3.287 2.557 2.682
H -4.202 1.219 1.966
H -4.685 0.583 -2.502
H -3.600 0.094 -3.741
H -1.821 1.872 4.005
H 0.153 1.228 5.353
H 2.040 0.022 4.239
H 1.859 -0.455 1.795
*
```

F_max ... 0.393 eV/Å
Total energy ... -1978.65292 hartree